1.
The following is a DFT calculation (ωB97M-V with the def2-TZVPD basis set) of a molecular structure, C27H43AuN5OPS.

```
79
Properties=species:S:1:pos:R:3:forces:R:3
Au -0.0170 1.5002 2.0727 0.1 0.1 0.5
S 3.7621 -0.6744 3.5925 0.0 -0.1 0.1
C 2.4834 -0.6860 4.7076 0.0 0.0 0.0
C 1.3517 -0.0052 4.3309 0.1 0.0 0.0
C 1.4141 0.5909 3.0581 -0.2 0.1 -0.2
C 2.7989 0.4018 2.5176 -0.4 -0.1 0.0
C 3.0139 1.7988 0.5969 0.0 -0.4 0.0
C 3.6801 1.8573 -0.6230 0.0 -0.1 0.0
C 3.3770 2.8966 -1.4842 0.0 0.0 0.0
C 2.4376 3.8377 -1.0910 -0.1 0.0 0.0
C 1.8156 3.6825 0.1420 -0.1 0.0 -0.2
N 2.0997 2.6828 0.9620 0.3 0.3 0.2
H 2.6058 -1.2193 5.6403 0.0 0.0 0.0
H 0.4664 0.0232 4.9464 0.0 0.0 0.0
H 4.4144 1.1018 -0.8610 0.0 0.0 0.0
H 3.8721 2.9749 -2.4426 0.0 0.0 0.0
H 2.1825 4.6757 -1.7240 0.0 0.0 0.0
H 1.0404 4.3615 0.4779 0.0 0.0 0.0
N 3.4185 0.7827 1.4850 0.2 0.5 -0.1
P 0.1755 -0.9151 -0.1165 0.1 -0.1 0.0
N -0.9645 -1.9769 0.5546 -0.1 -0.1 -0.2
C -1.6272 -3.0094 -0.2355 0.0 0.0 0.0
C -2.9994 -3.3349 0.3474 0.0 0.0 0.0
C -2.8880 -3.7194 1.8220 0.0 0.0 0.0
C -2.1431 -2.6278 2.5861 0.0 0.0 0.0
C -0.7877 -2.3875 1.9350 0.1 0.0 0.1
N 1.2961 -1.8019 -1.0467 0.0 0.0 -0.1
C 2.4866 -2.2822 -0.3686 0.0 0.0 0.0
C 3.7173 -2.1575 -1.2608 0.0 0.0 0.0
C 3.4899 -2.8589 -2.5976 0.0 0.0 0.0
C 2.2037 -2.3547 -3.2451 0.0 0.0 0.0
C 1.0305 -2.5174 -2.2855 0.0 -0.1 0.1
N -0.7682 -0.3044 -1.4075 0.1 -0.2 -0.1
C -2.1432 0.1239 -1.1053 0.0 0.0 0.1
C -2.7375 0.8314 -2.3143 -0.1 0.1 0.1
C -1.9988 2.1484 -2.5983 0.0 0.0 0.0
C -0.5384 2.0431 -2.1453 0.0 0.0 0.0
C -0.0445 0.6118 -2.3022 0.0 0.0 0.0
H -1.0120 -3.9247 -0.2367 0.0 0.0 0.0
H -1.7145 -2.6682 -1.2675 0.0 0.0 0.0
H -3.4651 -4.1356 -0.2320 0.0 0.0 0.0
H -3.6379 -2.4509 0.2572 0.0 0.0 0.0
H -2.3282 -4.6579 1.9091 0.0 0.0 0.0
H -3.8775 -3.8955 2.2484 0.0 0.0 0.0
H -2.0140 -2.8980 3.6369 0.0 0.0 0.0
H -2.7123 -1.6945 2.5442 0.0 0.0 0.1
H -0.2091 -3.3275 1.9756 0.0 0.0 0.1
H -0.2160 -1.6228 2.4684 -0.1 0.0 -0.1
H 2.3591 -3.3393 -0.0821 0.0 0.0 0.0
H 2.6227 -1.7098 0.5525 0.0 0.0 0.0
H 4.5861 -2.5760 -0.7458 0.0 0.0 0.0
H 3.9169 -1.0957 -1.4335 0.0 0.0 0.0
H 3.4037 -3.9381 -2.4262 0.0 0.0 0.0
H 4.3447 -2.7087 -3.2603 0.0 0.0 0.0
H 1.9990 -2.8899 -4.1755 0.0 0.0 0.0
H 2.3089 -1.2930 -3.4895 0.0 0.0 0.0
H 0.8943 -3.5912 -2.0732 0.0 0.0 0.0
H 0.1039 -2.1458 -2.7209 0.0 0.0 0.0
H -2.1712 0.7990 -0.2407 0.0 0.0 0.0
H -2.7401 -0.7528 -0.8569 0.0 0.0 0.0
H -3.7970 1.0189 -2.1262 0.0 0.0 0.0
H -2.6825 0.1645 -3.1793 0.0 0.0 0.0
H -2.4832 2.9681 -2.0648 0.0 0.0 0.0
H -2.0516 2.3804 -3.6650 0.0 0.0 0.0
H -0.4670 2.3282 -1.0919 0.0 0.0 0.0
H 0.0997 2.7219 -2.7178 0.0 0.0 0.0
H 1.0254 0.5448 -2.0897 0.0 0.0 0.0
H -0.1765 0.2866 -3.3434 0.0 0.0 0.0
C -3.7002 2.9707 0.9503 0.0 0.0 0.0
C -2.4514 3.1826 1.7975 0.0 0.0 0.0
C -2.2364 4.6615 2.0954 0.0 0.0 0.0
O -1.3264 2.6756 1.1178 -0.1 -0.1 0.0
H -4.5965 3.3262 1.4641 0.0 0.0 0.0
H -3.8333 1.9127 0.7244 0.0 0.0 0.0
H -3.6043 3.5139 0.0070 0.0 0.0 0.0
H -2.6111 2.6704 2.7572 0.0 0.0 0.0
H -2.1422 5.2167 1.1590 0.0 0.0 0.0
H -1.3170 4.7956 2.6671 0.0 0.0 0.0
H -3.0663 5.0837 2.6665 0.0 0.0 0.0
```
Positions in Å, forces in eV/Å.

Values from the calculation:
2S+1: 1
Energy above the lowest of the compared OMol25 structures with the same formula, charge and spin in kcal/mol: 0.0
Orbital gap in eV: 4.69
Strongest force on any atom in eV/A: 0.53
Total charge: 0
Energy in eV: -62009.8773

Löwdin population analysis, charges in e, atoms 1 to 5: 0.9268, 1.0214, -0.3783, -0.2171, -0.3229

***

2.
The following is a DFT calculation (ωB97M-V with the def2-TZVPD basis set) of a molecular structure, C27H43BrN2P2Pd at a distorted geometry.

```
76
Properties=species:S:1:pos:R:3:forces:R:3
N -5.1103 -1.2344 3.7273 -0.1 -0.5 0.5
C -4.2840 -0.3092 4.2258 -0.2 0.5 -0.9
C -3.8590 0.7939 3.4757 -0.2 -0.6 -0.4
C -4.2648 0.8983 2.1266 -0.8 -0.5 0.3
C -5.2316 -0.0257 1.6571 0.1 -0.7 0.9
C -5.5965 -1.0939 2.4900 0.4 1.2 -0.3
C -3.5926 1.7960 1.2201 -1.2 0.6 -0.1
Pd 0.3772 0.5724 -1.7418 -0.6 -0.4 -0.5
P 2.6764 0.7487 -2.3530 -1.9 -0.4 1.1
C -3.7986 1.7575 -0.1206 0.4 0.1 0.9
C -2.7477 2.1664 -0.9946 0.5 0.7 -0.8
C -2.6186 1.5659 -2.2665 -0.8 0.6 1.1
C -1.4798 1.7601 -3.0161 1.8 -0.3 0.7
C -0.3467 2.3916 -2.3650 -0.2 1.2 -1.1
C -0.6035 3.2768 -1.2468 -0.1 -0.9 -0.2
C -1.7447 3.0707 -0.5203 0.1 -0.2 -0.5
Br 0.9936 3.0989 -3.6357 -0.8 1.1 -0.2
H -2.9348 2.5297 1.6899 0.4 -0.7 -0.4
H -4.6845 1.3103 -0.5732 0.4 -0.4 0.2
H -3.1629 1.5187 3.8942 -0.1 -0.1 -0.1
H -5.6652 0.0276 0.6581 0.3 0.0 0.3
H -3.9299 -0.4276 5.2540 -0.2 -0.1 -0.3
H -6.3027 -1.8419 2.1121 0.3 0.1 0.4
H -3.4255 0.9316 -2.6383 0.1 0.3 0.0
H -1.8708 3.5959 0.4305 -0.1 0.0 -0.5
H -1.3900 1.5064 -4.0655 -0.1 -0.3 0.2
H 0.1031 4.0635 -1.0144 0.1 -0.2 0.2
P -0.2546 -1.5902 -1.0133 0.4 0.4 -1.1
C 3.0096 2.1806 -1.1979 0.4 0.2 -0.8
C 3.9320 3.2833 -1.6973 0.2 0.4 0.5
H 3.4234 1.6840 -0.3025 -0.1 0.3 -0.3
H 2.0247 2.5938 -0.9166 0.5 -0.2 -0.2
H 3.8811 4.0976 -0.9548 0.3 0.0 -0.4
H 4.9752 2.9383 -1.7593 -0.3 0.1 -0.1
H 3.6226 3.6918 -2.6708 0.1 -0.2 0.4
C 3.1075 0.6807 -4.1446 0.4 0.7 -0.3
C 4.5541 0.5761 -4.6223 0.1 0.1 -0.3
H 2.6467 1.5804 -4.5826 0.3 -0.6 0.1
H 2.5447 -0.1807 -4.5404 0.0 0.3 0.3
H 4.5671 0.7847 -5.7004 0.1 -0.1 0.2
H 5.2033 1.3076 -4.1359 0.0 0.0 -0.1
H 4.9882 -0.4192 -4.4788 -0.1 0.2 0.0
C 3.7193 -0.4950 -1.5711 0.5 -0.3 -0.1
C 5.2152 -0.1814 -1.5186 0.3 -0.3 0.0
H 3.5223 -1.4314 -2.1101 0.2 0.1 0.2
H 3.3374 -0.6176 -0.5488 0.0 0.0 -0.4
H 5.7454 -1.0662 -1.1360 0.1 0.3 0.0
H 5.6285 0.0496 -2.5076 -0.1 -0.1 0.4
H 5.4223 0.6678 -0.8520 0.0 -0.2 -0.2
C 0.6790 -2.6902 0.1145 -0.8 -0.4 0.3
C 2.1072 -3.0774 -0.2378 0.1 -0.1 0.2
H 0.0702 -3.6048 0.1310 0.2 0.1 0.2
H 0.6153 -2.2406 1.1138 0.1 -0.2 -0.1
H 2.3107 -4.0702 0.1773 0.0 0.1 -0.1
H 2.2903 -3.1290 -1.3131 0.0 0.1 0.1
H 2.8226 -2.3965 0.2206 0.0 0.0 -0.2
C -0.2128 -2.6462 -2.5200 -0.1 -0.4 0.5
C -1.1533 -2.2212 -3.6486 0.2 -0.2 -0.2
H -0.4684 -3.6558 -2.1601 0.1 -0.1 -0.4
H 0.8369 -2.6537 -2.8539 -0.4 0.0 0.0
H -0.8011 -2.6904 -4.5794 -0.3 0.2 0.1
H -2.1788 -2.5692 -3.4571 0.3 0.2 -0.1
H -1.1666 -1.1325 -3.7988 0.1 -0.2 0.1
C -2.0261 -1.7508 -0.4692 0.1 -0.1 -0.2
C -2.2839 -2.4289 0.8764 -0.4 0.0 0.0
H -2.5181 -2.3155 -1.2780 0.1 0.1 0.3
H -2.4526 -0.7325 -0.4868 0.2 -0.4 0.1
H -3.3377 -2.7335 0.9088 0.2 0.1 0.2
H -1.6756 -3.3327 1.0260 -0.3 0.3 0.0
H -2.1126 -1.7299 1.7064 0.0 -0.2 -0.1
C 0.1139 -0.2639 3.4400 0.1 -0.3 0.7
C -0.0819 0.1230 2.0604 -0.2 0.8 -2.4
N -0.2074 0.4450 0.9448 0.1 -0.2 2.6
H 0.9008 -1.0388 3.5021 -0.4 0.4 0.0
H -0.8257 -0.6639 3.8626 0.4 0.2 -0.2
H 0.4322 0.6176 4.0178 -0.1 -0.4 -0.1
```
Positions in Å, forces in eV/Å.

Values from the calculation:
2S+1: 1
Energy above the lowest of the compared OMol25 structures with the same formula, charge and spin in kcal/mol: 49.8
Orbital gap in eV: 5.81
Strongest force on any atom in eV/A: 2.65
Total charge: 0
Energy in eV: -123774.7798

Löwdin population analysis, charges in e, atoms 1 to 5: 0.0301, -0.1626, -0.0381, -0.2300, -0.0255

***

3.
The following is a DFT calculation (ωB97M-V with the def2-TZVPD basis set) of 2 unconnected molecules or ions with the total composition C27H43F11N4O4P at a distorted geometry.

```
90
Properties=species:S:1:pos:R:3:forces:R:3
C 0.7519 -3.1584 0.4762 -0.6 2.8 0.6
C 0.8120 -1.8558 1.0299 1.0 -2.5 -0.7
C -0.0131 -0.5722 0.5966 -0.8 -0.9 2.2
C 0.1500 0.4872 1.8300 1.3 -0.1 -0.7
C -0.3485 1.9690 1.4928 -0.1 0.8 1.2
C -1.2544 2.4685 2.7563 1.7 0.3 -0.1
C -1.5245 4.0412 2.7606 -0.3 -1.0 1.2
F -0.4518 4.8339 2.2844 -2.3 -1.6 1.0
F -1.7707 4.4166 4.1374 0.4 -0.4 -2.8
C -2.8515 4.3924 1.9335 -0.2 1.9 0.0
F -2.4729 4.3947 0.5535 -1.6 0.0 3.5
F -3.2812 5.6943 2.3573 0.8 -3.0 -1.7
F -3.9468 3.5364 2.1893 2.8 1.8 -1.0
O 0.3328 0.1194 -0.5954 1.4 -0.4 -0.1
C 1.6305 0.0168 -1.1261 1.7 0.1 -3.3
C 1.6716 1.1422 -2.3222 -2.0 -1.1 -0.6
N 2.8832 1.0223 -3.1853 -0.6 1.1 -0.4
O 2.7557 0.1640 -0.2573 -1.6 0.8 -0.3
C 3.0438 1.5101 0.1504 1.8 1.1 1.4
C 4.3430 2.1583 -0.5874 0.4 0.4 0.1
C 5.2002 3.0985 0.4059 -0.3 -0.1 0.3
C 1.9290 -1.3421 -1.9796 1.2 -3.9 -0.7
C 3.1547 -2.2372 -1.5852 -2.1 -1.7 -3.1
C 3.4140 -3.5616 -2.3689 -2.9 1.7 -1.1
C 2.4906 -4.0392 -3.5368 -1.2 3.6 1.5
C 1.2901 -3.1428 -3.9483 2.3 1.0 3.1
C 1.0488 -1.8377 -3.1465 1.9 -1.2 0.8
C -1.5849 -1.0305 0.3952 0.2 0.0 -0.4
C -2.4185 -1.1374 1.7475 -0.5 -1.2 0.6
C -1.9771 -2.3800 2.7054 -1.1 -0.3 0.1
O -1.3162 -1.9193 3.9283 0.6 -0.9 -1.2
N -2.1587 -0.0924 -0.6380 -1.0 -0.4 0.3
C -3.2311 0.7866 -0.1223 -2.1 0.2 -1.2
C -3.7137 1.8930 -1.2225 -0.4 0.0 0.7
C -5.0072 2.6922 -0.6637 -0.4 3.1 -0.1
N -6.1462 1.9259 -0.0555 0.6 0.2 -0.7
O -5.1425 3.9403 -0.7454 1.0 -4.1 -0.1
C -2.5267 -0.8037 -1.8807 0.3 0.4 -0.6
N -3.8089 -1.5779 -1.8166 0.1 0.0 -1.6
C -3.8198 -2.4028 -3.0916 0.4 -0.2 -0.3
H 0.2601 -3.3149 -0.5558 0.5 0.0 1.9
H 1.1553 -4.0502 1.0531 0.0 1.5 -1.1
H 1.5996 -1.7198 1.8652 -1.7 -0.2 -1.1
H -0.2544 0.0816 2.8193 0.3 0.5 -1.5
H 1.2961 0.5549 1.9880 -1.8 -0.2 -0.2
H -0.8682 2.1028 0.4893 0.6 -0.5 1.3
H 0.5521 2.6945 1.4926 -1.4 -1.3 -0.1
H -2.2149 1.8700 2.8830 1.1 1.1 -0.2
H -0.5941 2.2569 3.6824 -1.2 0.5 -1.4
H 1.4377 2.1919 -1.9483 0.7 -1.3 -0.3
H 0.7717 0.8478 -2.9928 1.1 0.6 1.4
H 2.6281 0.5578 -4.0800 0.2 0.2 1.1
H 3.1348 1.9840 -3.4742 0.0 -0.8 0.3
H 3.3627 1.4481 1.2638 -0.6 -0.1 -1.7
H 2.1681 2.2402 0.1301 0.9 -1.2 -0.3
H 4.0389 2.8243 -1.4818 0.4 -1.2 1.3
H 5.0546 1.3334 -0.9521 -1.4 1.1 0.4
H 4.5292 3.9229 0.8579 1.1 -1.2 -0.7
H 6.0934 3.5853 -0.1312 -1.5 -0.7 0.7
H 5.6392 2.4940 1.2795 -0.8 0.8 -1.3
H 3.8713 -2.0093 -0.7337 -1.3 -0.1 -1.2
H 4.2757 -4.2508 -2.0970 -1.2 1.2 -0.2
H 2.6506 -5.0113 -4.1063 0.0 1.5 1.0
H 0.5561 -3.4028 -4.7946 1.4 0.3 1.5
H 0.1541 -1.1921 -3.4399 1.4 -1.0 0.4
H -1.6522 -2.0738 -0.1032 0.5 1.6 1.0
H -2.4214 -0.2103 2.4102 0.2 -1.2 -1.0
H -3.5314 -1.3607 1.5183 1.9 0.5 0.0
H -2.9387 -2.9134 3.0718 1.4 0.9 -0.7
H -1.3750 -3.1743 2.1540 -0.6 1.3 0.7
H -0.4670 -2.4116 4.0142 -0.8 0.6 -0.2
H -2.9770 1.3837 0.8128 0.0 -1.1 -1.2
H -4.1833 0.1547 0.0768 1.4 1.2 0.1
H -2.8558 2.6090 -1.4802 -1.5 -0.8 0.5
H -4.0583 1.4193 -2.2037 0.4 0.4 1.4
H -7.0134 2.2369 -0.5347 0.9 -0.1 0.4
H -6.2698 2.2278 0.9229 0.3 -0.1 -0.6
H -1.7064 -1.5509 -2.1981 -1.1 1.3 0.9
H -2.6133 -0.0669 -2.7744 0.4 -0.8 1.4
H -4.5914 -0.9065 -1.9062 0.6 -0.5 0.2
H -4.8447 -2.4352 -3.5896 1.3 -0.1 0.9
H -3.1043 -1.9263 -3.8698 -1.1 -0.8 1.0
H -3.4322 -3.4622 -2.8514 -0.7 1.6 -0.5
F 5.9946 -3.4772 3.1750 2.0 -1.6 -1.2
P 4.6592 -2.7405 2.6660 0.4 -0.1 0.2
F 4.5020 -2.7891 4.2654 -1.6 1.3 1.9
F 3.2123 -3.4447 2.5901 -2.3 -0.4 1.7
F 4.7368 -3.6855 1.3653 1.6 -0.2 -2.3
F 5.6226 -1.7200 1.8796 2.5 0.1 -0.8
F 3.8753 -1.3343 2.7174 -2.7 1.0 0.5
```
Positions in Å, forces in eV/Å.

Values from the calculation:
2S+1: 1
Orbital gap in eV: 8.22
Strongest force on any atom in eV/A: 4.26
Total charge: -1
Energy in eV: -82023.7777

Löwdin population analysis, charges in e, atoms 1 to 5: 0.0199, -0.0763, -0.3175, -0.0883, -0.1425

***

- Which formula does entry 1 have?
  C27H43AuN5OPS

***

- What is the strongest force on any atom in the second record?
  2.65 eV/A

***

- Which of these has the highest orbital gap?
  C27H43F11N4O4P

***

- Look up the energy of the second one.
  -123774.7798 eV